A) Below is 2 unconnected molecules or ions with the total composition C4H14N3O, with properties calculated with the ωB97M-V functional and the def2-TZVPD basis.

XYZ file:
```
22
Properties=species:S:1:pos:R:3:nbo_charge:R:1
C 1.09 2.83 0.74 -0.249
O 1.49 1.53 1.20 -0.764
H 2.42 1.53 1.43 0.482
H 1.09 3.53 1.57 0.196
H 0.12 2.69 0.27 0.182
H 1.74 3.19 -0.06 0.179
C -1.02 -0.58 0.75 -0.232
C -2.23 -1.44 1.15 -0.649
C 0.34 -0.83 -1.30 0.674
N -0.82 -0.66 -0.70 -0.547
N 0.40 -1.33 -2.55 -0.787
N 1.48 -0.63 -0.66 -0.767
H -1.25 0.44 1.04 0.217
H -0.13 -0.86 1.31 0.225
H -2.65 -2.06 0.37 0.224
H -3.02 -0.82 1.59 0.233
H -1.64 -0.51 -1.25 0.423
H -0.35 -1.87 -2.94 0.421
H 1.10 -1.13 -3.23 0.424
H 1.53 -0.12 0.21 0.448
H 2.38 -0.91 -1.02 0.423
H -2.07 -2.00 2.07 0.244
```

**Net charge**: +1
**Frontier orbital gap**: 11.505 eV
**Molecular weight**: 120.176 g mol⁻¹
**LUMO energy**: -2.76 eV

B) Below is 3 unconnected molecules or ions with the total composition C4H14N3O, with properties calculated with the ωB97M-V functional and the def2-TZVPD basis.

XYZ file:
```
22
Properties=species:S:1:pos:R:3:nbo_charge:R:1
C -0.96 -1.72 0.35 -0.209
C -1.48 -0.43 1.03 -0.467
C -0.92 0.90 0.52 0.126
C -0.28 1.76 1.45 0.314
N 0.37 2.90 0.91 -0.648
N -1.25 1.18 -0.75 -0.404
N -1.63 -1.96 -0.94 -0.819
H -1.24 -2.46 1.09 0.214
H 0.14 -1.63 0.31 0.189
H -1.27 -0.45 2.11 0.211
H -2.58 -0.38 1.07 0.254
H -0.55 1.60 2.49 0.256
H 0.67 0.64 -1.31 0.454
H 0.71 3.42 1.72 0.426
H 1.15 2.61 0.30 0.461
H -1.14 2.19 -0.90 0.357
H 6.01 -2.41 -1.84 0.010
H -2.34 -2.69 -0.79 0.374
H -2.13 -1.10 -1.16 0.361
H 1.59 -0.44 -1.97 0.497
H 5.52 -1.94 -2.17 -0.010
O 1.59 0.42 -1.54 -0.946
```

**Net charge**: +1
**Frontier orbital gap**: 5.064 eV
**Molecular weight**: 120.176 g mol⁻¹
**LUMO energy**: -7.85 eV

Which one is most stable, and which one is least stable? A) is the most stable of them, while B) is the least stable.

A) Below is a molecular structure, C27H42CsGeN2O5PS, with properties calculated with the ωB97M-V functional and the def2-TZVPD basis.

XYZ file:
```
80
Properties=species:S:1:pos:R:3:lowdin_charge:R:1
Cs 0.51 1.42 0.63 1.019
C -3.57 1.84 -2.84 -0.052
N -2.37 1.02 -2.84 -0.142
C -1.47 1.15 -3.97 -0.045
C -1.93 0.40 -1.71 -0.446
O -0.82 -0.10 -1.63 -0.064
C -2.91 0.43 -0.55 -0.166
O -2.41 -0.31 0.53 -0.145
C -3.09 0.07 1.70 -0.132
C -2.57 -0.69 2.89 -0.443
O -1.80 -1.64 2.78 0.030
N -3.05 -0.25 4.09 -0.154
C -2.39 -0.70 5.30 -0.072
C -3.82 0.98 4.20 -0.077
H -3.57 2.45 -3.74 0.082
H -3.59 2.51 -1.98 0.092
H -4.49 1.24 -2.84 0.084
H -1.17 2.18 -4.12 0.092
H -1.95 0.79 -4.89 0.082
H -0.59 0.55 -3.78 0.080
H -3.89 0.05 -0.87 0.136
H -2.99 1.49 -0.28 0.099
H -4.17 -0.13 1.60 0.139
H -2.98 1.15 1.87 0.097
H -1.77 -1.56 5.06 0.079
H -3.14 -0.99 6.05 0.076
H -1.76 0.09 5.70 0.057
H -4.69 0.96 3.54 0.084
H -3.21 1.86 3.96 0.037
H -4.18 1.06 5.22 0.081
O -3.05 3.51 2.03 -0.029
C -1.95 3.49 1.44 -0.737
O -1.73 3.02 0.28 -0.245
C -0.74 4.13 2.12 -0.242
C -0.31 5.33 1.58 -0.064
C 0.73 6.06 2.15 -0.132
C 1.36 5.54 3.28 -0.134
C 0.96 4.32 3.80 -0.153
C -0.10 3.56 3.25 -0.730
S -0.48 1.98 3.90 0.458
H -0.81 5.71 0.70 0.108
H 1.05 7.00 1.72 0.078
H 2.18 6.07 3.74 0.082
H 1.47 3.90 4.66 0.078
C -0.83 -4.57 1.09 -0.311
P -0.48 -3.26 -0.15 0.936
C 0.79 -2.34 0.80 -0.283
C 0.62 -4.18 -1.32 -0.385
C 1.64 -5.05 -0.92 -0.102
C 2.45 -5.67 -1.85 -0.104
C 2.28 -5.43 -3.21 -0.117
C 1.28 -4.56 -3.62 -0.108
C 0.46 -3.94 -2.68 -0.121
H 0.07 -5.04 1.50 0.021
H -1.47 -5.35 0.66 0.024
H -1.37 -4.09 1.91 0.018
H 1.53 -3.02 1.23 0.039
H 0.27 -1.82 1.61 0.016
H 1.32 -1.61 0.18 0.000
H 1.80 -5.23 0.14 0.089
H 3.24 -6.34 -1.51 0.091
H 2.92 -5.91 -3.93 0.089
H 1.15 -4.35 -4.68 0.094
H -0.30 -3.25 -3.01 0.092
C 5.78 0.04 -2.78 -0.276
Ge 3.96 0.24 -1.94 0.608
C 2.88 -1.14 -2.85 -0.240
C 3.35 1.97 -2.70 -0.247
C 3.73 0.17 -0.09 -0.411
H 5.73 0.12 -3.88 -0.014
H 6.20 -0.94 -2.52 -0.012
H 6.45 0.81 -2.40 -0.012
H 2.92 -1.03 -3.94 0.004
H 1.84 -1.07 -2.53 -0.006
H 3.23 -2.15 -2.60 0.004
H 3.65 2.08 -3.75 -0.005
H 3.76 2.81 -2.14 0.002
H 2.26 2.03 -2.65 -0.008
H 4.28 0.93 0.48 -0.109
H 3.87 -0.82 0.35 -0.108
```

**Net charge**: -2
**Frontier orbital gap**: 4.301 eV
**Molecular weight**: 743.198 g mol⁻¹
**LUMO energy**: 3.78 eV

B) Below is a molecular structure, C27H42CsGeN2O5PS, with properties calculated with the ωB97M-V functional and the def2-TZVPD basis.

XYZ file:
```
80
Properties=species:S:1:pos:R:3:lowdin_charge:R:1
Cs -0.34 1.36 -0.24 1.056
C -3.83 -3.55 -1.18 -0.043
N -2.57 -3.66 -1.89 -0.162
C -2.52 -4.64 -2.94 -0.076
C -1.63 -2.69 -1.67 -0.399
O -1.73 -1.89 -0.76 0.048
C -0.43 -2.71 -2.62 -0.130
O 0.29 -1.53 -2.47 -0.110
C 1.47 -1.52 -3.22 -0.140
C 2.19 -0.20 -3.03 -0.430
O 1.71 0.72 -2.42 -0.012
N 3.40 -0.10 -3.66 -0.155
C 4.25 1.02 -3.31 -0.040
C 4.10 -1.22 -4.24 -0.071
H -4.07 -4.48 -0.66 0.087
H -4.64 -3.31 -1.87 0.093
H -3.72 -2.74 -0.46 0.073
H -3.22 -5.44 -2.71 0.083
H -1.52 -5.07 -3.01 0.083
H -2.79 -4.21 -3.92 0.091
H -0.78 -2.81 -3.67 0.132
H 0.20 -3.59 -2.38 0.142
H 1.24 -1.67 -4.29 0.138
H 2.13 -2.34 -2.89 0.127
H 3.65 1.71 -2.72 0.092
H 4.61 1.52 -4.21 0.085
H 5.10 0.68 -2.71 0.088
H 3.41 -1.86 -4.79 0.077
H 4.61 -1.81 -3.48 0.083
H 4.85 -0.84 -4.94 0.086
O -3.13 2.91 1.01 -0.048
C -2.14 3.54 0.60 -0.829
O -0.96 3.37 0.99 -0.391
C -2.37 4.67 -0.39 -0.185
C -2.35 5.95 0.11 -0.069
C -2.52 7.07 -0.70 -0.148
C -2.70 6.87 -2.06 -0.157
C -2.72 5.60 -2.58 -0.178
C -2.55 4.46 -1.77 -0.746
S -2.58 2.91 -2.52 0.355
H -2.18 6.08 1.17 0.106
H -2.51 8.06 -0.28 0.070
H -2.83 7.73 -2.72 0.076
H -2.85 5.44 -3.65 0.070
C -2.54 -1.80 3.66 -0.301
P -2.01 -0.56 2.36 0.896
C -3.67 -0.09 1.74 -0.286
C -1.67 0.82 3.51 -0.400
C -2.66 1.47 4.24 -0.100
C -2.33 2.52 5.08 -0.099
C -1.02 2.93 5.21 -0.105
C -0.02 2.29 4.49 -0.083
C -0.34 1.23 3.66 -0.107
H -3.28 -1.38 4.34 0.023
H -1.67 -2.11 4.23 0.022
H -2.96 -2.67 3.16 0.015
H -4.48 -0.31 2.44 0.030
H -3.85 -0.62 0.80 0.013
H -3.63 0.98 1.52 0.010
H -3.69 1.18 4.13 0.097
H -3.11 3.03 5.64 0.091
H -0.77 3.76 5.85 0.088
H 1.01 2.62 4.57 0.101
H 0.44 0.74 3.09 0.076
C 2.48 -3.06 1.59 -0.256
Ge 3.85 -1.60 1.42 0.693
C 5.32 -2.55 2.57 -0.270
C 4.50 -1.91 -0.48 -0.244
C 3.13 0.15 1.61 -0.353
H 2.88 -4.04 1.33 -0.009
H 1.63 -2.87 0.94 -0.010
H 2.10 -3.12 2.61 -0.005
H 5.52 -3.55 2.22 -0.027
H 4.96 -2.63 3.60 -0.022
H 6.26 -2.00 2.60 -0.027
H 4.90 -2.91 -0.66 -0.004
H 5.26 -1.19 -0.78 -0.008
H 3.65 -1.77 -1.14 -0.024
H 3.90 0.89 1.34 -0.119
H 2.89 0.32 2.67 -0.121
```

**Net charge**: -2
**Frontier orbital gap**: 3.941 eV
**Molecular weight**: 743.198 g mol⁻¹
**LUMO energy**: 3.37 eV

Which one is most stable, and which one is least stable? A) is the most stable of them, while B) is the least stable.

A) Below is 2 unconnected molecules or ions with the total composition C3H8N2O2, with properties calculated with the ωB97M-V functional and the def2-TZVPD basis.

XYZ file:
```
15
Properties=species:S:1:pos:R:3:mulliken_spin:R:1
C -0.75 -0.64 -1.63 0.018
C 0.46 0.06 -0.99 0.021
C 0.04 0.73 0.21 0.612
N -0.23 -1.17 1.70 1.063
N 0.97 1.28 1.06 -0.020
O 0.63 1.83 2.08 0.158
O 2.19 0.99 0.81 0.136
H -0.25 -1.47 -2.12 0.002
H -1.30 -0.96 -0.69 -0.004
H -1.30 0.14 -2.21 0.000
H 0.89 0.78 -1.61 0.043
H 1.30 -0.56 -0.73 0.023
H -0.98 1.17 0.35 0.012
H -0.47 -0.64 2.50 -0.021
H -1.19 -1.53 1.28 -0.044
```

**Spin multiplicity**: 3
**Net charge**: 0
**Frontier orbital gap (spin up / spin down)**: 9.595 / 7.742 eV
**Molecular weight**: 104.109 g mol⁻¹
**LUMO energy (spin up / spin down)**: 0.73 / -2.58 eV

B) Below is a single C3H8N2O2 molecule, with properties calculated with the ωB97M-V functional and the def2-TZVPD basis.

XYZ file:
```
15
Properties=species:S:1:pos:R:3:mulliken_spin:R:1
C -0.78 2.25 -0.10 0.885
C -0.13 -0.16 -0.45 0.802
C 2.16 -0.30 0.18 0.093
N -2.01 -1.69 -0.14 0.002
N -0.68 -1.42 -0.29 0.110
O -0.93 0.84 -0.14 0.120
O 1.16 0.11 -0.79 -0.020
H 0.21 2.71 -0.16 0.022
H -1.47 2.89 -0.71 0.026
H 1.82 0.25 1.05 -0.019
H 2.96 0.18 -0.32 -0.018
H 2.12 -1.36 0.33 0.004
H -2.34 -1.02 -0.83 -0.001
H -2.45 -1.41 0.77 0.010
H -0.10 -2.24 -0.24 -0.015
```

**Spin multiplicity**: 3
**Net charge**: 0
**Frontier orbital gap (spin up / spin down)**: 5.642 / 9.451 eV
**Molecular weight**: 104.109 g mol⁻¹
**LUMO energy (spin up / spin down)**: 0.96 / 0.13 eV

Which one is most stable, and which one is least stable? B) is the most stable of them, while A) is the least stable.

A) Below is a single C3H6OSe molecule, with properties calculated with the ωB97M-V functional and the def2-TZVPD basis.

XYZ file:
```
11
Properties=species:S:1:pos:R:3:nbo_charge:R:1
C 0.87 0.35 0.04 -0.097
C -0.39 1.21 -0.30 -0.552
Se -2.00 0.05 0.16 0.032
C -0.29 -1.52 0.23 -0.074
O 0.68 -0.89 -0.57 -0.496
H 1.74 0.69 -0.49 0.200
H 1.01 0.41 1.19 0.177
H -0.54 2.16 0.19 0.224
H -0.32 1.56 -1.29 0.205
H -0.69 -2.37 -0.39 0.209
H -0.08 -1.66 1.22 0.174
```

**SMILES**: C1C[Se]CO1
**Net charge**: 0
**Frontier orbital gap**: 8.769 eV
**Molecular weight**: 137.040 g mol⁻¹
**LUMO energy**: 0.43 eV

B) Below is 2 unconnected molecules or ions with the total composition C3H6OSe, with properties calculated with the ωB97M-V functional and the def2-TZVPD basis.

XYZ file:
```
11
Properties=species:S:1:pos:R:3:nbo_charge:R:1
C 0.91 -0.49 2.16 0.480
C -1.09 0.80 -1.48 -0.785
C 0.68 -0.77 0.04 -0.694
O 0.01 -0.31 2.91 -0.475
Se -1.19 -0.81 -0.39 0.289
H 1.90 -0.22 2.24 0.113
H -2.13 0.88 -1.93 0.231
H -0.93 1.59 -0.81 0.211
H -0.34 0.72 -2.30 0.223
H 1.02 0.24 -0.23 0.211
H 1.16 -1.63 -0.22 0.197
```

**Net charge**: 0
**Frontier orbital gap**: 8.563 eV
**Molecular weight**: 137.040 g mol⁻¹
**LUMO energy**: 0.72 eV

Which one is most stable, and which one is least stable? A) is the most stable of them, while B) is the least stable.

A) Below is 2 unconnected molecules or ions with the total composition C3H5BrO, with properties calculated with the ωB97M-V functional and the def2-TZVPD basis.

XYZ file:
```
10
Properties=species:S:1:pos:R:3:nbo_charge:R:1
C -0.01 1.01 -0.02 0.670
C 1.24 -0.84 -0.08 -0.584
C -1.31 0.29 0.05 -0.754
O 0.08 2.22 -0.01 -0.503
Br 3.09 -0.44 0.02 0.051
H 0.88 -1.35 0.80 0.202
H 0.95 -1.23 -1.03 0.201
H -2.12 0.92 -0.34 0.236
H -1.51 0.09 1.10 0.251
H -1.29 -0.66 -0.48 0.230
```

**Net charge**: 0
**Frontier orbital gap**: 8.900 eV
**Molecular weight**: 136.976 g mol⁻¹
**LUMO energy**: 0.38 eV

B) Below is 2 unconnected molecules or ions with the total composition C3H5BrO, with properties calculated with the ωB97M-V functional and the def2-TZVPD basis.

XYZ file:
```
10
Properties=species:S:1:pos:R:3:nbo_charge:R:1
C -1.16 -0.41 -0.94 -0.279
C -0.61 0.63 -1.85 0.323
C 1.24 0.03 1.24 -0.620
O -1.86 0.25 -1.95 -0.425
Br 0.39 1.75 0.94 -0.019
H -0.80 -1.35 -1.21 0.173
H -1.36 -0.24 0.06 0.190
H 0.57 -0.64 1.65 0.209
H 2.08 0.21 1.84 0.221
H 1.51 -0.22 0.21 0.226
```

**Net charge**: 0
**Frontier orbital gap**: 10.533 eV
**Molecular weight**: 136.976 g mol⁻¹
**LUMO energy**: 0.63 eV

Which one is most stable, and which one is least stable? A) is the most stable of them, while B) is the least stable.